Entry 1:
{
  "formula": "C14H34Cl14FNP",
  "method": "ωB97M-V with the def2-TZVPD basis set",
  "charge": -1,
  "homo_ha": -0.115,
  "elements": ["N", "P", "F", "H", "H", "H", "H", "H", "H", "Cl", "C", "C", "Cl", "H", "H", "H", "H", "Cl", "C", "C", "Cl", "H", "H", "H", "H", "Cl", "C", "C", "Cl", "H", "H", "H", "H", "Cl", "C", "C", "Cl", "H", "H", "H", "H", "Cl", "C", "C", "Cl", "H", "H", "H", "H", "Cl", "C", "C", "Cl", "H", "H", "H", "H", "Cl", "C", "C", "Cl", "H", "H", "H", "H"],
  "positions_angstrom": [[-2.288, -4.774, -3.659], [-0.970, -5.361, -4.738], [0.320, -5.897, -5.802], [-2.726, -5.373, -2.985], [-2.626, -3.833, -3.713], [-1.297, -4.307, -5.721], [-1.818, -6.288, -5.458], [-0.630, -6.429, -3.780], [0.004, -4.524, -4.141], [-4.183, -1.650, -2.851], [-3.715, -2.454, -1.331], [-3.556, -1.479, -0.198], [-2.150, -0.405, -0.439], [-2.795, -3.001, -1.532], [-4.501, -3.167, -1.090], [-3.380, -2.016, 0.732], [-4.434, -0.847, -0.091], [3.788, -0.458, -5.617], [3.526, -2.232, -5.721], [2.079, -2.620, -5.625], [1.387, -2.349, -4.018], [4.115, -2.688, -4.931], [3.924, -2.547, -6.683], [1.973, -3.690, -5.817], [1.470, -2.077, -6.343], [-1.387, -1.372, 2.944], [-0.455, 0.062, 2.449], [0.429, 0.585, 3.546], [-0.518, 1.302, 4.885], [-1.165, 0.816, 2.122], [0.152, -0.238, 1.598], [1.053, 1.381, 3.146], [1.062, -0.189, 3.968], [-4.089, 0.074, 8.902], [-3.287, 1.546, 8.285], [-2.524, 2.275, 9.356], [-3.601, 2.995, 10.589], [-4.056, 2.178, 7.850], [-2.597, 1.232, 7.504], [-1.971, 3.089, 8.896], [-1.838, 1.609, 9.871], [-0.422, 3.984, 7.015], [-0.589, 5.321, 5.842], [0.530, 5.305, 4.841], [2.102, 5.740, 5.577], [-0.626, 6.257, 6.390], [-1.536, 5.167, 5.331], [0.328, 6.033, 4.061], [0.636, 4.322, 4.395], [-2.272, 6.874, 3.076], [-2.157, 6.343, 1.370], [-2.206, 4.846, 1.227], [-0.750, 4.050, 1.882], [-1.237, 6.752, 0.964], [-3.006, 6.781, 0.849], [-2.258, 4.589, 0.172], [-3.067, 4.426, 1.740], [6.138, -4.572, -7.210], [7.068, -3.251, -7.961], [8.048, -2.628, -7.002], [7.233, -1.721, -5.705], [6.360, -2.514, -8.329], [7.609, -3.681, -8.802], [8.676, -1.920, -7.539], [8.675, -3.384, -6.540]],
  "forces_ev_per_angstrom": [[0.4346, -0.1628, -0.1559], [-0.2982, -0.1508, 0.0141], [0.1209, -0.0095, -0.0393], [-0.0740, -0.0443, 0.0814], [-0.1594, 0.0494, -0.1324], [-0.0151, 0.0497, 0.0799], [-0.0782, 0.0490, -0.0150], [-0.0842, 0.0296, -0.0180], [0.1200, 0.0350, 0.1336], [-0.0714, 0.0868, 0.0008], [0.1059, -0.1491, -0.0788], [-0.0027, -0.0276, 0.0685], [-0.0224, 0.1117, -0.0732], [0.0133, -0.0171, -0.0209], [-0.0278, 0.0047, 0.0046], [0.0293, -0.0095, 0.0033], [-0.0014, 0.0411, -0.0093], [-0.0470, -0.0017, 0.0044], [0.0835, -0.0258, 0.0170], [-0.2067, -0.2767, -0.1347], [0.1742, 0.4656, 0.2292], [0.0217, 0.0217, 0.0318], [0.0034, 0.0038, -0.0188], [-0.0393, -0.0143, -0.0284], [-0.0112, 0.0228, -0.0054], [-0.0311, -0.0472, 0.1319], [-0.0021, -0.0048, -0.1348], [-0.0233, 0.0467, -0.0031], [0.0581, -0.0195, -0.0428], [-0.0188, 0.0070, -0.0051], [0.0205, -0.0055, -0.0079], [0.0241, 0.0140, 0.0117], [-0.0238, -0.0376, 0.0307], [0.0038, 0.0151, -0.0047], [-0.0305, -0.0422, -0.0516], [0.0086, 0.0128, 0.0261], [0.0185, -0.0159, -0.0279], [-0.0288, 0.0035, -0.0078], [0.0053, -0.0150, -0.0057], [-0.0247, 0.0107, 0.0859], [0.0097, -0.0040, 0.0355], [0.0378, 0.1407, 0.1665], [-0.0924, -0.0649, -0.0307], [0.1179, 0.0371, -0.0409], [-0.0375, -0.0048, 0.0036], [0.0373, -0.0209, 0.0806], [0.0095, -0.0139, -0.0611], [0.0080, 0.0193, -0.0187], [0.0352, -0.0370, 0.0182], [-0.0198, -0.0052, -0.0763], [-0.0010, 0.0512, -0.0006], [-0.0374, -0.0901, -0.0382], [-0.0263, 0.0167, -0.0046], [0.0350, 0.0085, 0.0181], [-0.0207, 0.0135, 0.0049], [0.0068, -0.0128, -0.0164], [-0.0074, -0.0180, 0.0277], [-0.0002, 0.0065, -0.0038], [-0.0297, -0.0357, -0.0402], [0.0647, 0.0330, 0.0315], [0.0111, -0.0181, 0.0015], [-0.0357, 0.0060, 0.0069], [0.0037, -0.0059, -0.0175], [0.0058, 0.0089, -0.0113], [0.0017, -0.0138, 0.0317]]
}



Entry 2:
{
  "formula": "H34O17",
  "method": "ωB97M-V with the def2-TZVPD basis set",
  "charge": 0,
  "homo_ha": -0.397,
  "relative_energy_ev": 3.5972,
  "elements": ["O", "H", "H", "O", "H", "H", "O", "H", "H", "O", "H", "H", "O", "H", "H", "O", "H", "H", "O", "H", "H", "O", "H", "H", "O", "H", "H", "O", "H", "H", "O", "H", "H", "O", "H", "H", "O", "H", "H", "O", "H", "H", "O", "H", "H", "O", "H", "H", "O", "H", "H"],
  "positions_angstrom": [[2.070, -3.187, -3.444], [2.332, -2.900, -4.330], [2.948, -3.536, -3.227], [4.690, -1.138, 1.578], [5.412, -1.196, 2.210], [4.142, -0.489, 2.033], [-3.274, -3.067, -1.112], [-2.843, -2.749, -1.915], [-4.131, -3.333, -1.466], [-0.654, -0.567, 4.760], [-0.805, -1.463, 4.438], [-0.941, 0.035, 4.063], [0.782, -2.729, 4.028], [1.401, -3.261, 4.530], [0.917, -1.814, 4.300], [-2.335, 1.245, 3.531], [-2.692, 1.778, 2.821], [-2.466, 1.664, 4.383], [-0.234, 2.469, -3.944], [0.086, 1.566, -3.928], [0.255, 2.907, -3.240], [0.489, 0.072, 2.341], [0.089, -0.720, 1.956], [1.070, 0.306, 1.602], [1.271, 0.872, -1.908], [1.842, 0.151, -1.635], [0.392, 0.514, -2.075], [-2.689, 0.792, -4.172], [-2.447, -0.112, -4.359], [-3.474, 1.096, -4.629], [2.809, 0.325, 3.224], [2.558, 1.053, 3.812], [2.026, -0.160, 3.532], [-1.689, -3.229, 1.257], [-1.014, -3.604, 0.681], [-2.393, -3.851, 1.038], [2.468, 2.669, 1.378], [1.589, 2.673, 1.764], [2.996, 3.336, 1.819], [-3.991, 4.538, 0.976], [-3.552, 3.687, 0.983], [-3.919, 4.898, 0.089], [-0.001, -2.119, -1.819], [0.575, -2.809, -2.169], [0.245, -1.915, -0.917], [-3.488, 3.352, -1.744], [-3.410, 2.529, -2.257], [-2.529, 3.334, -1.584], [3.544, 0.610, -4.535], [2.981, 1.337, -4.815], [2.992, 0.142, -3.901]],
  "forces_ev_per_angstrom": [[1.3383, -0.1706, -0.6595], [-0.8903, 0.3468, -0.1862], [-0.3547, -0.2428, 0.8308], [0.2462, 0.0926, 0.2455], [0.2516, -0.3000, -0.1889], [-0.5350, 0.1857, -0.0793], [-0.4009, -0.1017, -0.6356], [0.4475, 0.1035, 0.2619], [-0.1164, -0.0780, 0.2897], [0.2679, -0.0278, 0.4701], [-0.3691, 0.0607, -0.0029], [-0.1459, -0.0598, -0.1230], [0.0452, -0.1296, -0.2702], [0.1022, -0.0319, 0.0802], [0.0761, -0.0318, 0.1736], [0.2838, -0.5053, -0.1196], [-0.1229, 0.3008, 0.2411], [-0.2713, 0.3220, -0.1144], [-0.0599, 0.3838, 0.0591], [0.0647, -0.1081, -0.0179], [0.1443, -0.0823, -0.0494], [-0.4403, -0.4145, -1.3914], [-0.4923, -0.1506, 0.4928], [0.3272, 0.4369, 0.3775], [-0.0109, 0.4770, -0.1937], [-0.1512, -0.2146, 0.0453], [0.1300, -0.4375, 0.1927], [0.4243, 0.7102, 0.8567], [-0.5257, -0.2162, -0.4272], [-0.0350, -0.5722, -0.3743], [-0.4674, 0.2764, 1.7285], [1.0797, 0.7752, -0.4342], [0.1722, -0.9700, -0.9989], [0.2564, -0.5814, -0.1138], [0.3771, 0.2966, 0.0626], [-0.4522, 0.4327, 0.1677], [0.0431, -0.2013, -0.4199], [0.0163, 0.2274, 0.1937], [-0.1448, 0.0997, 0.1479], [-0.1156, 0.4039, 0.6360], [-0.0174, -0.0433, -0.4483], [0.0417, -0.3595, -0.1777], [-0.5758, 0.2611, -0.2632], [0.2916, 0.1906, 0.1196], [0.1504, -0.2834, 0.1356], [1.3454, -1.0778, -0.3173], [-1.1255, -0.0107, -0.2854], [-0.0445, 1.0002, 0.4588], [-0.1322, -0.1854, -0.0181], [0.0305, 0.1604, -0.0585], [0.0435, 0.0438, 0.1011]]
}



Q: Which formula does entry 1 have?
A: C14H34Cl14FNP



Q: Which formula does entry 2 have?
A: H34O17